Formula: C36H108N4O16
Source: OMol25
Level of theory: the ωB97M-V functional and the def2-TZVPD basis

Structure (XYZ):
```
164
C36H108N4O16 (the ωB97M-V functional and the def2-TZVPD basis)
C -7.53649 6.46480 -0.04711
C -7.19041 5.65339 1.15158
C -5.76037 5.09364 1.13409
O -7.23707 6.28749 2.41665
H -7.18904 7.49676 0.00215
H -8.58823 6.67763 0.14431
H -7.34075 6.09908 -1.05509
H -7.93670 4.85911 1.13546
H -4.99354 5.82057 1.40174
H -5.49485 4.81322 0.11479
H -5.65717 4.19931 1.74861
H -6.52879 6.93464 2.38293
C 6.55323 -1.17973 5.10536
C 7.27621 -0.33075 6.10588
C 8.83390 -0.47835 6.06586
O 7.02520 1.07589 5.90659
H 5.51771 -1.01540 5.40334
H 6.80111 -2.24080 5.13338
H 6.57417 -0.76992 4.09555
H 6.87160 -0.62291 7.07492
H 9.13128 -1.48168 5.76091
H 9.32539 -0.19220 6.99573
H 9.16013 0.19077 5.26965
H 6.35876 1.20173 6.58601
C 0.91390 -0.24534 -7.78271
C 2.00092 0.43475 -7.06958
C 2.63252 1.68566 -7.76006
O 1.46083 0.80827 -5.83157
H 0.00987 0.36201 -7.73858
H 0.70956 -1.20842 -7.31492
H 1.19413 -0.36783 -8.82892
H 2.74765 -0.28045 -6.72464
H 1.96565 2.28403 -8.38081
H 3.29603 1.20492 -8.47891
H 3.07741 2.28248 -6.96383
H 0.67465 1.31797 -6.04069
C 0.11095 4.82569 1.93614
C 0.16364 6.31085 2.04429
C -0.12671 7.05122 0.76682
O -0.72254 6.64607 3.11843
H -0.89351 4.43369 1.77647
H 0.54663 4.33302 2.80536
H 0.72749 4.62158 1.06075
H 1.17858 6.61029 2.30569
H 0.44570 6.67131 -0.07942
H 0.18611 8.08793 0.89118
H -1.18540 6.91056 0.54892
H -1.40605 7.27703 2.88113
C -1.28299 4.48564 -3.31078
C -0.90781 5.34249 -4.50511
C 0.70127 5.58388 -4.52166
O 0.83062 6.61357 -5.40983
C 2.15667 6.88960 -5.91104
N -1.26577 4.55160 -5.70305
H -2.32638 4.17459 -3.25893
H -1.08474 4.95717 -2.34825
H -0.70080 3.56758 -3.39033
H -1.36736 6.32842 -4.43537
H 1.27150 4.66648 -4.66765
H 0.96825 5.88169 -3.50770
H 2.27246 7.89193 -6.32339
H 2.49453 6.05275 -6.52229
H 2.84910 7.03029 -5.08108
H -2.24354 4.72784 -5.88473
H -0.77653 5.03532 -6.44248
C -4.73542 -5.98118 -0.04518
C -4.10939 -6.94750 -1.07389
C -2.50073 -7.07253 -1.00606
O -1.78297 -5.82503 -0.83953
C -1.99105 -4.93413 -1.96704
N -4.64055 -8.27634 -1.02039
H -5.82131 -6.03933 0.02941
H -4.50645 -4.95276 -0.32451
H -4.26647 -6.10575 0.93087
H -4.20039 -6.54153 -2.08137
H -2.21928 -7.54608 -1.94662
H -2.13848 -7.75908 -0.24087
H -1.04296 -4.48514 -2.26306
H -2.57945 -4.04328 -1.74735
H -2.28384 -5.39733 -2.90929
H -4.21837 -8.71926 -0.21684
H -5.61952 -8.21072 -0.78075
C 2.73706 -8.58125 -0.99750
C 2.62825 -7.72674 0.26033
C 3.77426 -7.90671 1.31941
O 3.35047 -7.11438 2.51271
C 4.29566 -7.00089 3.52504
N 2.60184 -6.38210 -0.24102
H 2.27303 -9.46013 -0.54991
H 3.75729 -8.87469 -1.24476
H 2.13086 -8.54096 -1.90248
H 1.76795 -7.86028 0.91619
H 4.74374 -7.55786 0.96371
H 3.94425 -8.97334 1.46610
H 4.66296 -7.88512 4.04594
H 3.77091 -6.48057 4.32630
H 5.09154 -6.32728 3.20736
H 2.53306 -5.96144 0.67463
H 1.67024 -6.27826 -0.61710
C 1.51433 -0.47777 1.40006
C 0.95062 -0.72324 0.03683
C -0.21569 0.22306 -0.21673
O -1.30890 -0.22599 0.62042
C -2.50478 0.49347 0.75766
N 2.04636 -0.44142 -0.88517
H 2.33639 -1.14601 1.65655
H 0.81521 -0.65916 2.21641
H 1.88002 0.54582 1.48150
H 0.75279 -1.79343 0.09728
H -0.67992 0.17914 -1.20195
H 0.10148 1.22649 0.06720
H -2.28625 1.29165 1.46707
H -3.42388 -0.07774 0.88827
H -2.68589 0.94756 -0.21656
H 2.76375 -1.09607 -0.60790
H 1.77716 -0.71369 -1.81978
C 4.60234 -4.00590 -3.68460
O 4.93420 -4.16269 -2.35155
H 3.86335 -3.22838 -3.87811
H 5.49425 -3.59455 -4.15723
H 4.21071 -4.93473 -4.09934
H 4.20972 -4.58500 -1.88422
C 4.96023 3.03348 -2.86791
O 4.25161 3.02572 -1.62440
H 5.46395 3.98459 -3.04040
H 5.64784 2.19418 -2.97221
H 4.26153 3.02520 -3.70448
H 3.55746 2.36386 -1.58303
C -3.68286 -0.45945 -4.81592
O -3.85531 0.22787 -6.03863
H -4.27652 0.02346 -4.03974
H -4.04383 -1.48794 -4.81114
H -2.64798 -0.61057 -4.50888
H -3.16811 0.89693 -5.99715
C 5.74789 4.41330 2.63873
O 5.49800 5.24992 1.53430
H 4.83832 3.88898 2.93177
H 6.36335 3.55641 2.36480
H 6.24850 4.86361 3.49588
H 5.14940 4.65536 0.86603
C -1.61291 1.40369 5.45624
O -0.82345 2.31903 6.12217
H -2.14079 1.89387 4.63821
H -0.92462 0.71697 4.96353
H -2.36114 0.87618 6.04782
H -1.31511 3.14312 6.09498
C 0.56906 -2.62118 7.32758
O 1.06253 -3.64869 8.20361
H 1.13509 -1.70475 7.49452
H 0.78094 -3.05498 6.35033
H -0.48931 -2.41722 7.48993
H 1.48738 -3.26339 8.97344
C -5.33650 -2.31524 4.45993
O -5.98362 -1.11489 4.78863
H -4.94455 -2.58577 5.44038
H -5.98191 -3.07957 4.02710
H -4.61849 -2.19900 3.64811
H -6.51158 -0.88852 4.01946
C -9.84498 0.17048 2.10812
O -8.72338 0.04533 1.17275
H -9.48607 0.78934 2.93049
H -10.68992 0.53585 1.52445
H -10.00938 -0.84986 2.45451
H -9.04692 -0.68282 0.63730
```

energy relative to the best compared isomer or geometry (same formula, charge and spin) = 99.2 kcal/mol
strongest force on any atom = 3.72 eV/A
2S+1 = 1
E_tot = -77792.06163 eV
total charge = 0
HOMO = -9.669 eV